{
  "formula": "C76H85N11O27",
  "method": "ωB97M-V/def2-TZVPD",
  "energy_ha": -5579.6894,
  "species": ["C", "C", "H", "H", "H", "C", "H", "C", "O", "N", "H", "H", "H", "H", "C", "H", "H", "H", "H", "O", "C", "O", "H", "O", "C", "H", "H", "H", "O", "C", "H", "H", "N", "C", "C", "C", "C", "C", "H", "C", "O", "H", "H", "C", "H", "H", "C", "H", "C", "C", "C", "N", "C", "N", "C", "H", "H", "C", "C", "H", "O", "C", "H", "N", "H", "C", "H", "C", "C", "H", "C", "C", "C", "C", "H", "O", "O", "C", "H", "N", "C", "H", "C", "H", "C", "H", "H", "C", "H", "C", "O", "H", "H", "H", "H", "N", "O", "C", "O", "C", "O", "C", "C", "C", "O", "C", "O", "H", "C", "O", "C", "H", "C", "C", "H", "H", "H", "H", "O", "C", "C", "H", "O", "C", "C", "C", "H", "C", "H", "H", "C", "H", "H", "C", "H", "C", "C", "H", "C", "H", "C", "N", "H", "C", "N", "C", "H", "C", "H", "O", "H", "C", "H", "H", "O", "H", "H", "C", "N", "H", "C", "H", "C", "C", "H", "H", "H", "O", "N", "H", "C", "H", "H", "H", "C", "C", "O", "O", "O", "C", "H", "H", "H", "H", "H", "C", "C", "C", "H", "C", "O", "H", "C", "H", "O", "H", "H", "H", "O"],
  "coordinates": [[-6.127, 1.846, -2.023], [2.451, -6.731, -2.396], [1.325, 0.147, 3.207], [0.696, 3.493, 1.040], [0.362, 7.679, 0.158], [5.332, 5.350, 2.887], [-2.140, -0.110, 6.289], [-0.148, 0.673, -0.027], [-0.548, -4.846, 4.496], [2.254, 0.383, 0.314], [6.441, 1.896, -2.061], [0.256, 0.408, -6.556], [4.770, -2.494, 0.604], [5.706, 4.104, -1.054], [-1.532, -4.322, -3.621], [-3.968, -5.604, 0.190], [1.228, 8.284, 2.409], [0.502, 3.603, -6.573], [2.953, 2.191, 7.431], [-6.628, 1.196, 0.162], [-7.023, 2.932, -2.005], [-2.121, -0.094, -3.547], [-1.764, 3.345, -5.415], [4.519, 1.379, -2.602], [1.339, 1.818, 4.470], [-0.093, -0.708, -2.427], [-0.563, -3.202, -0.375], [-4.173, -3.801, -2.166], [6.248, -5.650, -3.893], [5.727, 3.636, 4.489], [-7.544, -3.080, -1.023], [-3.949, 4.293, -0.547], [2.202, 6.515, 4.160], [-1.197, -6.676, 2.648], [-0.827, 3.179, -4.865], [1.628, 3.108, -3.429], [2.728, -0.188, -4.275], [1.586, 3.357, -4.804], [-4.698, -4.797, -4.274], [-4.248, 3.056, 2.672], [3.804, 2.898, -5.209], [2.470, -0.740, -2.242], [-4.940, 2.117, -5.164], [-3.092, -5.295, 2.139], [-6.841, -0.048, 2.895], [-4.440, -1.017, 2.263], [5.196, 2.659, 3.738], [-2.061, -1.723, 4.461], [-5.563, 3.480, 2.957], [-1.427, -7.413, 1.494], [3.204, 0.588, 6.051], [-1.485, 0.044, -4.532], [0.416, 3.333, -5.545], [1.559, -5.946, -0.284], [2.709, 0.006, 4.906], [6.838, -1.046, -2.868], [4.333, 2.308, 1.706], [4.685, 3.036, 2.423], [2.702, -5.201, -4.294], [4.636, 1.835, -3.460], [-2.545, -4.213, 4.616], [-3.677, 3.356, 1.425], [-7.706, 3.044, -1.176], [3.162, -1.326, 4.522], [2.545, 3.142, -2.916], [-6.234, 4.319, 2.086], [-1.804, 3.025, -2.932], [6.394, -1.842, -2.282], [1.899, -4.393, -2.151], [0.390, 2.885, -1.697], [0.534, 5.511, 0.455], [2.750, -6.503, -3.748], [4.713, 4.349, 2.079], [-6.616, -3.656, -1.161], [-4.430, -1.792, 3.873], [6.812, 4.032, 6.487], [3.196, -0.397, 0.346], [-3.221, -5.943, 0.901], [-2.572, -1.536, -0.602], [-1.671, -4.854, 4.072], [1.789, 0.577, 4.069], [-1.618, -3.646, -2.757], [-2.437, -7.014, 0.617], [-2.256, 0.824, -0.330], [1.840, 2.427, 5.636], [6.181, 5.681, 4.844], [4.014, 3.554, -1.427], [5.386, 2.063, -1.721], [-3.419, 0.284, 3.990], [0.541, -0.537, -3.274], [5.923, 2.070, 6.141], [-0.973, -1.377, 6.527], [-3.015, -5.696, -2.726], [1.581, -3.448, -1.677], [6.779, -3.208, -3.807], [6.194, 3.246, 5.768], [-4.393, 0.282, 3.980], [-1.535, -1.219, -0.415], [-1.526, 2.588, 1.801], [5.904, -4.203, -2.133], [-4.910, 0.369, -0.781], [-2.791, -5.240, -3.681], [6.386, -3.125, -2.836], [-6.338, -0.953, 3.333], [2.832, 4.224, -6.543], [0.690, 0.206, -5.573], [0.980, -5.020, 0.303], [-0.677, -4.991, -3.521], [0.936, -0.164, 0.122], [-1.984, 0.547, -5.549], [1.934, -0.556, -3.189], [0.229, 5.283, -0.580], [-6.362, 3.477, -4.265], [2.045, 0.148, -5.480], [-2.635, -6.033, -4.443], [5.131, 4.039, -2.640], [2.342, -3.155, -3.721], [0.663, 2.407, 3.868], [2.432, -2.094, 3.881], [-5.489, 2.349, -4.294], [2.665, 1.769, 6.494], [-0.373, -1.512, 4.220], [2.582, 7.673, 4.336], [-0.457, -2.092, -0.137], [-2.063, -5.701, 2.943], [-4.809, -0.873, 3.324], [-1.435, -3.708, -4.498], [0.384, 2.964, -2.804], [3.112, -7.320, -4.404], [-6.135, 5.242, 0.070], [5.824, 4.963, 4.101], [-3.703, -4.455, 2.428], [-0.263, -6.841, 3.155], [-5.323, 1.608, -3.150], [4.028, 0.094, 6.594], [5.093, 3.506, -1.706], [-1.146, -0.474, 5.995], [2.673, 0.137, -6.343], [2.060, -5.677, -1.644], [-7.259, 4.495, 2.335], [1.523, 6.165, 2.926], [2.835, 3.521, -5.582], [2.930, -5.082, -5.352], [-1.278, -0.938, 4.582], [-2.315, 3.149, 1.061], [-0.062, -0.140, -4.474], [1.592, 4.085, 3.339], [-4.411, 4.089, 0.502], [-4.613, 0.809, -3.051], [2.464, 5.583, 4.896], [-6.491, -3.952, -2.175], [-5.405, -2.804, -0.908], [2.466, -7.740, -1.885], [5.180, 1.578, -0.761], [2.408, 1.593, 0.444], [-6.111, 3.084, 3.809], [-6.665, -1.919, 2.921], [-0.854, 2.929, -3.488], [-5.880, 1.084, -0.788], [-6.433, 4.134, -5.129], [0.821, -1.547, 0.191], [-0.776, -8.187, 1.229], [-5.675, 4.614, 0.832], [2.387, -4.163, -3.419], [-5.301, -2.473, 0.096], [3.809, -0.202, -4.280], [5.049, -4.938, -0.367], [-4.258, -3.491, -1.248], [5.909, -5.557, -2.726], [5.469, 6.344, 2.476], [5.232, -2.707, -0.324], [-3.746, 2.424, 3.351], [-1.045, 0.765, 3.509], [-2.521, -7.403, -0.351], [5.362, -4.027, -0.881], [-7.038, 3.765, -3.118], [4.332, -1.619, 4.755], [-1.911, 3.502, -0.049], [-1.679, 0.041, 3.607], [1.338, 4.845, 2.589], [0.015, 1.763, 0.112], [-5.504, -1.876, -1.429], [1.707, -2.163, 0.195], [1.385, 3.428, 5.849], [-6.724, -4.572, -0.581], [5.898, -1.634, -0.993], [-1.399, 0.122, -0.313], [1.225, 7.224, 2.049], [5.872, -0.587, -0.593], [0.759, 6.862, 0.800], [1.715, -7.091, 0.165], [-7.734, 4.585, -3.155], [0.846, 4.517, 1.344], [-0.426, 0.308, 6.120], [-3.895, -4.412, -4.049], [4.212, 4.667, 1.152], [-6.694, -0.936, 4.360], [5.016, 1.636, 4.060], [5.675, -6.477, -1.978]],
  "forces_ev_per_angstrom": [[-0.27, 1.71, -0.57], [0.51, -2.03, -0.59], [0.28, -0.69, -0.34], [0.11, -0.08, 0.26], [0.62, -0.79, 0.20], [-0.39, -1.07, -0.84], [0.27, 0.13, 0.23], [0.10, 1.17, -0.03], [1.30, -0.50, -0.47], [1.49, 0.52, 0.34], [-0.52, -0.13, 0.61], [-0.18, 0.05, 0.57], [-0.40, -0.23, 0.81], [0.16, -0.01, 0.69], [-1.15, -0.96, 0.97], [0.13, 0.09, 0.12], [0.36, -1.24, -0.53], [-0.28, -0.07, -0.61], [0.29, 0.24, 0.36], [-0.36, 0.42, -0.26], [0.73, -1.26, 0.00], [-1.27, -1.03, 2.55], [0.52, -0.36, 0.20], [0.01, 0.34, -1.02], [0.81, 0.87, 0.33], [-0.09, -0.27, 0.29], [0.14, 1.60, 0.87], [-0.64, 0.58, 0.02], [-0.40, -0.16, 0.18], [0.05, 0.42, 0.05], [0.23, -0.18, -0.26], [-0.96, -0.31, 2.19], [1.01, 0.22, 0.43], [1.30, -2.19, -1.49], [0.53, 0.16, -0.44], [-1.93, 0.40, -1.30], [-1.95, -0.08, -1.19], [-0.35, -0.72, -0.03], [-1.80, -1.74, -0.52], [-0.53, 0.28, -0.79], [0.74, -0.44, 0.56], [-0.59, -0.18, -0.42], [0.59, -0.24, -0.81], [-0.46, -0.09, -0.98], [0.62, -1.04, -0.23], [-0.13, 0.68, 0.87], [-2.02, -0.80, -3.63], [0.30, 0.61, 0.51], [0.98, -0.46, -0.36], [-0.96, 1.04, -0.09], [0.99, -1.30, 0.65], [-0.38, 1.99, -2.24], [-0.89, 0.60, 1.53], [-0.53, -0.34, 1.08], [0.06, -1.05, -0.38], [-0.10, 0.08, 0.17], [-0.31, -0.15, 0.32], [0.93, -0.80, 2.11], [0.32, -1.25, 1.04], [-0.45, -0.44, 0.29], [-1.11, 0.54, -0.19], [-1.72, 1.27, 0.58], [0.19, 0.25, 0.12], [1.36, -2.04, -1.39], [0.84, -0.15, 0.69], [0.27, -0.86, -0.93], [0.66, -0.58, -0.31], [0.16, -0.80, 0.51], [1.17, 0.93, -0.02], [-0.10, -0.03, -0.87], [0.61, 1.33, -1.07], [0.50, -0.03, -0.67], [0.04, 1.69, -0.71], [-0.87, 0.42, 0.63], [-0.30, 0.78, -0.45], [-0.68, -0.58, -1.12], [-0.31, 0.23, -0.06], [-1.33, 1.19, 1.14], [0.73, -0.59, -0.15], [-0.94, 0.30, 1.33], [-1.11, 1.20, 0.47], [0.18, -0.26, -0.16], [1.21, -0.10, 0.80], [0.49, -0.77, -0.38], [-2.57, 1.39, -0.71], [0.20, -0.27, -0.48], [0.69, 0.46, 0.31], [1.35, -1.19, -0.44], [-0.04, 0.03, -0.17], [0.11, 0.52, -0.73], [0.64, 2.28, -0.64], [0.58, -0.51, 1.00], [0.26, -0.25, 0.37], [-0.02, -1.23, 0.50], [0.36, -0.50, -1.09], [0.50, -2.02, 3.48], [0.23, 0.48, 0.01], [-0.77, -1.71, 0.57], [-0.79, -0.05, 1.26], [-0.32, 0.50, 0.11], [0.92, -0.47, -0.08], [0.37, 0.36, -1.17], [0.00, 1.05, 0.26], [-0.14, 0.69, 0.21], [-0.32, 0.96, -1.24], [-0.39, -0.37, -1.20], [0.92, -1.48, -0.64], [0.21, 0.28, 0.10], [-0.47, -0.64, 0.67], [0.74, -0.81, 0.05], [0.87, 0.48, 0.56], [-0.10, 0.02, 0.75], [1.75, -1.19, -0.64], [2.11, -1.21, 1.31], [-0.10, 0.35, 0.42], [0.31, -0.28, -0.92], [0.11, 0.95, -0.74], [-0.24, -0.22, -0.17], [0.10, 1.52, 0.96], [-1.18, 1.51, 0.70], [0.59, 0.25, -0.23], [-0.47, 0.93, 0.36], [-0.66, -1.05, -0.12], [0.62, -0.48, -0.79], [0.29, 1.78, 0.74], [-0.37, -2.03, -0.41], [-0.03, 0.06, -0.58], [0.06, -0.43, 1.04], [-0.49, 0.47, 0.64], [-0.27, -0.22, 0.39], [0.15, 1.14, 0.70], [-0.06, 0.07, -0.03], [-0.14, 0.05, 0.55], [-0.49, -0.52, 1.13], [-0.72, 0.15, -0.28], [-1.99, 1.01, 0.61], [-1.75, 0.24, -0.84], [0.11, 0.74, -0.72], [-1.57, 1.26, 1.06], [-0.39, 0.73, -0.10], [0.00, 1.43, -1.00], [-0.36, -0.57, 1.10], [0.06, 0.28, 0.33], [0.41, -1.77, -1.83], [2.33, -1.09, -0.98], [1.00, -0.25, 0.63], [0.03, 0.42, -0.57], [-0.21, 1.13, -1.97], [0.31, -0.23, -0.35], [-0.07, 0.27, 0.49], [-0.49, -0.34, -1.12], [-0.77, -0.32, -0.13], [0.18, 1.34, -0.99], [0.45, 0.36, 0.08], [-0.48, -0.24, -0.19], [0.50, 0.17, 0.08], [-0.07, 0.52, -0.27], [0.82, 1.58, -0.22], [-0.45, 0.01, 0.05], [-0.07, -0.22, 0.13], [-1.81, -0.70, -1.84], [0.89, -1.01, -0.34], [0.99, -0.33, -0.08], [-0.81, -0.63, -0.73], [0.13, -0.08, 1.21], [-0.11, -0.08, 0.31], [-0.22, 0.50, 0.07], [2.07, -0.80, 0.15], [1.05, 0.68, 0.11], [-0.29, 0.05, 0.38], [2.18, -0.57, -2.08], [0.53, -0.49, 0.65], [-0.07, -0.25, 0.21], [-0.06, -1.06, -1.16], [-0.74, 1.08, 1.27], [-1.33, 0.02, 0.39], [-0.69, 0.54, 0.42], [-0.83, 0.25, 0.08], [0.17, 0.30, 0.13], [0.30, -0.54, 1.13], [-0.34, -1.08, -0.30], [-0.07, 0.68, -0.89], [-0.07, -0.12, 0.50], [0.77, -0.96, 0.13], [0.41, 0.10, 0.30], [-1.43, 0.06, 0.03], [0.49, 2.64, 0.95], [-0.42, 0.04, 0.65], [0.01, -1.29, -0.21], [-1.34, 0.60, -0.38], [-0.32, 1.79, -0.31], [-0.11, 0.30, 0.26], [-0.19, -0.40, -0.32], [0.65, 0.23, 0.27], [2.11, 2.11, 0.71], [0.50, -0.18, 0.29], [0.12, -0.14, 0.36], [0.55, 0.32, 0.13], [-0.32, -0.44, -0.17]]
}